ORCA calculation (ωB97M-V/def2-TZVPD) on C26H30IN5O2Se2V as an isolated structure at a distorted geometry.

Each line ends with the natural charge from an NBO analysis.
Geometry (Å):
V 0.59 -0.23 1.30  1.042
C 2.78 -4.76 -3.56  -0.611
C 2.64 -3.57 -2.65  -0.093
C 2.94 -2.28 -3.07  -0.206
C 2.76 -1.20 -2.23  -0.251
C 2.29 -1.33 -0.90  0.253
N 2.05 -0.25 -0.10  -0.742
C 2.98 0.79 -0.03  0.101
C 4.35 0.59 -0.23  -0.250
C 5.30 1.59 -0.10  -0.266
C 4.92 2.87 0.27  -0.057
C 5.93 3.97 0.50  -0.615
C 3.56 3.10 0.48  -0.277
C 2.58 2.12 0.31  0.213
N 1.25 2.47 0.47  -0.290
C 0.73 3.74 0.46  -0.007
C -0.58 3.74 0.70  -0.315
C -1.04 2.31 0.85  -0.142
N 0.21 1.53 0.83  -0.616
C 2.05 -2.66 -0.48  0.076
C 2.18 -3.73 -1.35  -0.202
N 1.78 -2.97 0.90  -0.150
C 2.15 -4.11 1.53  -0.031
C 1.92 -3.94 2.87  -0.337
C 1.41 -2.64 2.99  -0.021
N 1.32 -2.06 1.80  -0.335
H 3.42 -4.52 -4.42  0.199
H 1.82 -5.10 -3.96  0.205
H 3.24 -5.61 -3.04  0.199
H 3.29 -2.11 -4.08  0.188
H 2.97 -0.19 -2.58  0.216
H 4.67 -0.42 -0.48  0.205
H 6.35 1.36 -0.27  0.185
H 6.85 3.77 -0.05  0.197
H 6.19 4.07 1.55  0.199
H 5.55 4.94 0.17  0.199
H 3.26 4.10 0.80  0.191
H 1.37 4.59 0.24  0.196
H -1.23 4.61 0.75  0.213
H -1.57 2.14 1.79  0.218
H 1.92 -4.72 -1.00  0.199
H 2.56 -4.93 0.98  0.210
H 2.09 -4.66 3.66  0.217
H 1.07 -2.11 3.86  0.252
O -4.83 -1.25 1.59  -0.774
C -4.47 -1.96 2.76  -0.041
C -3.00 -1.80 3.21  -0.162
C -2.99 -2.37 4.65  -0.042
O -1.70 -2.57 5.22  -0.785
C -2.64 -0.31 3.22  -0.527
Se -0.76 0.16 3.66  -0.480
C -2.07 -2.62 2.33  -0.533
Se -1.90 -2.06 0.44  -0.552
H -4.13 -1.41 0.93  0.496
H -4.65 -3.04 2.62  0.141
H -5.13 -1.61 3.55  0.153
H -3.49 -3.34 4.65  0.154
H -3.58 -1.69 5.28  0.142
H -1.19 -1.76 5.01  0.492
H -3.27 0.21 3.94  0.192
H -2.83 0.11 2.24  0.223
H -2.40 -3.67 2.34  0.189
H -1.07 -2.60 2.76  0.215
I -3.73 2.95 -0.54  -0.075
C -1.90 1.81 -0.31  -0.446
H -1.38 1.91 -1.26  0.209
H -2.22 0.77 -0.15  0.258

Results
* energy: -7477.5946 Ha
* largest force on an atom: 2.89 eV Å⁻¹
* frontier orbital gap (spin up / spin down): 4.35 / 4.82 eV
* net charge: -2
* ΔE to the lowest compared entry with this formula, charge and spin: 18.0 kJ/mol
* LUMO level (spin up / spin down): 4.1 / 4.1 eV
* HOMO (spin up / spin down): -0.228 / -0.692 eV
* 2S+1: 4